Entry 1:
Computed, not measured: a 2-piece molecular cluster, C6H9N2O2 overall at a distorted geometry, with the ωB97M-V functional and the def2-TZVPD basis.

```
19
Properties=species:S:1:pos:R:3:forces:R:3
C 0.766820 -1.035568 1.021650 -0.664 0.163 0.431
C -0.260069 -1.710255 0.163447 -0.336 0.008 0.426
C -1.892375 -1.981942 -1.219518 0.496 1.049 0.130
C -0.497606 -3.051239 0.083337 -0.059 -0.133 0.246
N -1.168831 -1.057670 -0.644869 0.375 0.140 -0.284
N -1.602831 -3.209782 -0.732530 0.427 -0.751 -0.840
H -2.444025 -1.738138 -2.112657 -0.690 -0.463 0.226
H 0.469738 -0.021703 1.331351 0.064 -0.104 -0.677
H 1.713405 -0.977936 0.487567 0.153 0.059 0.227
H -1.820533 -4.071265 -1.204017 -0.134 0.038 0.090
H 0.013825 -3.897321 0.510600 -0.126 0.011 0.163
H 0.840704 -1.580497 1.967619 0.450 -0.299 -0.219
C 0.865482 3.909496 -0.482240 -0.591 -0.791 0.201
C 0.764922 2.965106 0.733631 0.914 -1.043 0.646
O 0.226544 1.839759 0.564817 -0.258 0.752 -0.232
O 1.358949 3.342333 1.777104 -0.335 0.410 -0.249
H 1.922301 4.041556 -0.683862 0.137 0.493 0.027
H 0.332111 4.822920 -0.221480 0.304 0.259 -0.257
H 0.411471 3.412145 -1.339951 -0.126 0.202 -0.056
```
Positions in Å, forces in eV/Å.

For the HOMO-LUMO gap, the calculation gives 6.7 eV. The charge is -1. As for the energy above the lowest of the compared OMol25 structures with the same formula, charge and spin: 1.631 eV. Its HOMO energy is -3.62 eV.



Entry 2:
Computed, not measured: a 3-piece molecular cluster, C20H19Br4NO3 overall at a distorted geometry, with the ωB97M-V functional and the def2-TZVPD basis.

```
47
Properties=species:S:1:pos:R:3:forces:R:3
O 0.160454 2.983750 -3.149008 0.310 -0.459 0.379
C 0.636508 1.941527 -2.763130 -0.029 -0.267 0.113
C 2.072149 1.842147 -2.096474 -1.091 -0.744 0.333
C 1.805663 1.301128 -0.644206 0.197 -0.276 0.809
C 1.100078 2.119821 0.358195 0.586 -2.626 0.923
C 0.832090 1.553626 1.692271 0.689 -1.432 -0.753
C 1.257474 0.190272 2.077623 0.584 0.866 -2.611
C 1.973440 -0.561005 1.069492 -0.115 1.087 -1.335
C 2.256413 -0.027507 -0.275621 -1.326 0.699 1.741
C 3.043465 -1.105194 -1.060177 0.428 0.499 1.104
O 3.358517 -1.190527 -2.214891 -0.252 0.525 0.474
N 3.433903 -2.128369 -0.096723 -0.975 0.381 1.163
C 2.570046 -1.995295 1.076197 -0.812 1.231 0.082
O 2.337719 -2.861377 1.871676 0.482 0.336 -0.314
C -0.159146 0.617603 -2.866078 -0.828 -2.241 -0.132
C 0.489308 -0.539214 -3.484942 -0.953 0.024 0.332
C -0.160866 -1.831304 -3.672174 -1.309 1.901 1.090
C -1.530015 -1.977838 -3.199261 1.074 1.851 -0.086
C -2.193040 -0.847080 -2.555273 1.399 0.727 -0.687
C -1.534449 0.449290 -2.378472 1.037 -1.753 -1.111
H 2.604711 2.826080 -2.087068 -0.650 -0.832 -0.115
H 2.631813 1.066504 -2.687060 -0.278 0.833 0.739
H 0.734606 3.144594 0.114019 0.432 -1.079 0.061
H 0.268613 2.138261 2.470545 0.759 -0.788 -1.201
H 1.061323 -0.254323 3.075696 0.081 0.520 -0.886
H 4.373994 -2.025315 0.303085 -0.024 -0.327 -0.941
H 1.538530 -0.404991 -3.846770 -1.083 -0.281 0.360
H 0.377824 -2.673370 -4.159059 -0.492 0.832 0.452
H -2.070851 -2.939831 -3.339942 0.482 0.926 0.219
H -3.246514 -0.944477 -2.195879 1.121 -0.008 -0.370
H -2.085201 1.276110 -1.881048 0.578 -0.665 -0.482
Br 0.178556 4.599535 2.239238 -0.233 0.732 0.214
C -0.853917 5.393147 3.688342 0.268 0.170 -0.090
C -0.954831 4.455331 4.862938 -0.282 -0.039 0.121
Br -2.250021 3.038747 4.529583 0.139 -0.032 -0.022
H -1.820640 5.670176 3.273802 0.046 -0.097 0.090
H -0.310524 6.296541 3.964269 -0.033 -0.073 0.044
H -1.327027 4.980613 5.742015 0.032 0.025 -0.083
H -0.011784 3.971003 5.106792 -0.044 0.088 -0.084
Br -4.783358 -4.769225 0.049437 0.059 0.008 -0.095
C -2.907438 -5.296967 0.050815 -0.203 -0.126 0.161
C -2.066071 -4.332642 0.845568 0.327 0.176 -0.006
Br -1.743328 -2.688683 -0.150673 -0.046 -0.300 0.411
H -2.600325 -5.376943 -0.989705 0.028 0.079 0.104
H -2.891323 -6.286492 0.506896 0.037 0.078 0.006
H -1.077104 -4.750924 1.032858 -0.077 -0.036 -0.021
H -2.519423 -4.046914 1.792280 -0.039 -0.111 -0.096
```
Positions in Å, forces in eV/Å.

For the HOMO-LUMO gap, the calculation gives 8.4 eV. As for the SMILES: O=C(Cc1cccc2c1C(=O)NC2=O)c1ccccc1.BrCCBr.BrCCBr. Its HOMO energy is -8.95 eV.



Entry 3:
Computed, not measured: a 17-piece molecular cluster, H34O17 overall at a distorted geometry, with the ωB97M-V functional and the def2-TZVPD basis.

```
51
Properties=species:S:1:pos:R:3:forces:R:3
O 1.647902 -1.180490 -3.909980 -0.640 -1.505 1.045
H 1.604902 -0.232490 -3.956980 0.232 0.909 0.255
H 1.402902 -1.396490 -2.969980 0.454 0.728 -1.390
O 1.059902 1.702510 2.399020 0.741 0.553 0.045
H 0.920902 0.791510 2.157020 0.008 -0.526 -0.096
H 1.746902 1.973510 1.755020 -0.574 0.088 0.458
O -3.951098 -0.655490 -0.501980 -1.275 -1.328 0.694
H -3.321098 0.016510 -0.405980 1.447 2.481 0.835
H -3.691098 -0.959490 -1.346980 -0.112 -0.842 -1.801
O 0.022902 0.275510 0.230020 0.534 1.103 0.410
H 0.254902 -0.334490 -0.444980 0.271 -1.164 -0.857
H -0.715098 -0.054490 0.730020 -0.692 -0.399 0.285
O -1.849098 0.439510 2.433020 -0.759 -0.470 0.194
H -1.481098 0.742510 3.275020 0.063 -0.406 0.227
H -2.811098 0.573510 2.512020 0.417 -0.052 -0.080
O 1.869902 1.444510 -2.399980 0.395 -0.265 -1.137
H 0.909902 1.334510 -2.452980 0.203 0.356 0.271
H 2.163902 1.381510 -1.488980 0.001 0.095 0.477
O 0.418902 -3.026490 0.598020 -0.026 0.120 -0.980
H -0.466098 -2.630490 0.492020 0.117 0.124 -0.056
H 0.208902 -3.609490 1.323020 0.408 -0.413 0.575
O -0.798098 -1.529490 -2.156980 -0.125 -1.316 1.997
H -0.719098 -1.564490 -3.085980 0.252 -0.208 -2.002
H -0.614098 -2.455490 -1.862980 -0.237 1.051 -0.080
O 0.705902 3.113510 -0.049980 -0.458 -0.403 -0.632
H 0.657902 2.151510 -0.241980 0.061 0.764 0.441
H 0.118902 3.491510 -0.723980 0.310 0.079 0.316
O 2.916902 1.226510 0.107020 1.643 -0.029 0.031
H 2.780902 0.443510 0.658020 -0.533 -0.265 0.353
H 3.895902 1.214510 0.025020 -0.823 0.481 -0.092
O 2.474902 -1.099490 1.652020 -1.229 0.327 -0.454
H 2.083902 -1.326490 0.770020 0.494 -0.121 0.855
H 3.405902 -1.244490 1.563020 0.812 -0.424 0.048
O 2.245902 -1.343490 -1.030980 -1.545 -1.921 0.630
H 2.880902 -0.953490 -1.600980 0.953 0.478 -1.079
H 2.120902 -2.301490 -1.240980 0.484 1.098 0.253
O -2.109098 -2.260490 0.776020 1.406 0.069 -0.309
H -2.499098 -2.686490 1.519020 -0.632 -0.517 0.766
H -2.785098 -1.949490 0.190020 -1.218 0.531 -0.363
O -0.736098 1.166510 -2.563980 0.065 1.791 0.209
H -1.215098 1.351510 -3.360980 -0.392 -0.048 -0.616
H -0.764098 0.253510 -2.355980 -0.403 -1.556 0.330
O -1.473098 3.049510 2.583020 -2.613 0.654 1.204
H -1.492098 2.112510 2.485020 -0.096 -0.454 -0.284
H -0.650098 3.244510 2.234020 2.871 0.946 -1.042
O -0.322098 -1.865490 3.038020 -0.817 -1.568 2.069
H 0.398902 -1.537490 2.559020 1.785 0.717 -1.184
H -1.102098 -1.456490 2.707020 -0.730 0.764 -0.502
O -2.155098 2.153510 -0.216980 -3.359 0.414 -0.530
H -1.628098 1.997510 0.516020 1.453 -0.059 2.487
H -1.572098 2.008510 -0.914980 1.408 -0.466 -2.192
```
Positions in Å, forces in eV/Å.

For the HOMO-LUMO gap, the calculation gives 9.8 eV. As for the energy above the lowest of the compared OMol25 structures with the same formula, charge and spin: 1.867 eV. Its HOMO energy is -10.24 eV.



Entry 4:
Computed, not measured: C24H40BN7ORu as an isolated structure, with the ωB97M-V functional and the def2-TZVPD basis.

```
74
Properties=species:S:1:pos:R:3:forces:R:3
Ru -0.097849 -0.061248 0.372877 -0.105 0.008 -0.106
C 2.751168 -0.022049 -4.341782 -0.007 -0.010 -0.001
C 2.519180 -0.031537 -2.882577 -0.003 0.004 0.010
C 3.534934 -0.018699 -1.839884 0.007 0.005 -0.001
C 2.810973 -0.025776 -0.583093 -0.009 -0.002 0.007
N 1.542376 -0.051172 -0.872622 0.072 0.007 -0.053
N 1.354743 -0.047024 -2.273102 0.041 -0.010 -0.015
B -0.113761 -0.023688 -2.829242 -0.030 0.005 0.017
N -0.852760 -1.300840 -2.320309 -0.002 0.003 -0.010
N -0.794934 -1.663051 -0.935372 0.015 0.072 0.018
C -1.335521 -2.843557 -0.788349 0.004 -0.038 -0.037
C -1.849921 -3.255944 -2.085361 -0.009 0.023 0.041
C -1.482392 -2.219242 -3.017002 0.004 0.000 -0.008
C -1.755640 -2.205117 -4.471866 0.026 -0.026 -0.002
C -1.402244 -3.714268 0.429615 0.011 -0.042 -0.017
C -0.566710 -3.193675 1.595703 0.019 0.005 0.002
C -0.841071 -5.092564 -0.001887 -0.008 0.028 0.028
C -2.882940 -3.871367 0.833875 0.013 0.016 -0.008
N -0.813878 1.270389 -2.307762 -0.008 -0.012 -0.015
N -0.746050 1.619652 -0.919074 0.035 -0.083 0.021
C -1.270911 2.804898 -0.761896 -0.014 0.047 -0.039
C -1.783385 3.236782 -2.053204 0.013 -0.016 0.028
C -1.431221 2.203904 -2.995296 -0.005 -0.001 -0.009
C -1.708000 2.207099 -4.449607 0.031 0.024 -0.003
C -1.337237 3.657373 0.468893 0.001 0.037 -0.009
C -2.818740 3.785924 0.880777 0.011 -0.010 -0.004
C -0.795534 5.050794 0.066077 -0.006 -0.032 0.022
C -0.490847 3.121636 1.619426 0.017 0.002 0.006
C 3.320404 0.013046 0.816607 0.012 0.007 0.011
C 4.121764 1.320624 0.995584 0.002 -0.008 0.002
C 4.236224 -1.206271 1.048483 -0.004 0.002 0.003
C 2.130510 -0.021227 1.785785 0.023 0.021 -0.015
H 3.815429 -0.069058 -4.559772 0.000 -0.001 0.001
H 2.256732 -0.870676 -4.819648 -0.002 0.005 -0.002
H 2.347955 0.891389 -4.787761 0.005 0.004 0.002
H 4.605751 -0.004840 -1.992378 0.000 -0.001 -0.001
H -0.091126 -0.019516 -4.012507 -0.010 0.002 0.004
H -2.415121 -4.147814 -2.314895 0.008 0.001 -0.009
H -2.155791 -3.165699 -4.788333 0.000 0.000 -0.001
H -2.496074 -1.437895 -4.713618 -0.011 0.001 0.010
H -0.852439 -1.993645 -5.045188 -0.009 0.014 -0.002
H 0.459954 -2.970866 1.288096 -0.007 -0.002 0.003
H -1.012862 -2.331971 2.094115 0.010 -0.019 -0.002
H -0.501306 -3.971740 2.356120 -0.009 0.001 0.001
H 0.207523 -5.029922 -0.296870 0.000 -0.010 0.000
H -0.913846 -5.764961 0.853122 0.014 -0.010 -0.007
H -1.412014 -5.551058 -0.809727 -0.005 0.000 0.005
H -3.330892 -2.918552 1.121980 -0.009 -0.003 0.001
H -3.484728 -4.313638 0.038663 -0.007 0.006 -0.002
H -2.936467 -4.544440 1.689708 -0.004 -0.002 0.000
H -2.336163 4.138683 -2.273500 0.006 -0.002 -0.011
H -2.081150 3.180862 -4.758746 0.000 0.000 -0.002
H -0.813317 1.972538 -5.027129 -0.011 -0.014 0.000
H -2.471748 1.463852 -4.694072 -0.013 0.000 0.011
H -3.429508 4.231398 0.094109 -0.007 -0.006 0.000
H -3.251870 2.821969 1.154717 -0.008 0.004 0.001
H -2.879708 4.444437 1.747328 -0.006 0.003 0.001
H -1.379459 5.522528 -0.724593 -0.007 -0.003 0.004
H -0.865644 5.702556 0.937015 0.013 0.008 -0.005
H 0.250534 5.006935 -0.240987 0.000 0.009 -0.001
H -0.908441 2.224528 2.080282 0.009 0.006 -0.007
H 0.543135 2.945535 1.308244 -0.008 -0.002 0.004
H -0.457255 3.871262 2.409777 -0.008 -0.003 0.003
H 4.979431 1.361125 0.323222 0.001 0.002 0.001
H 3.503844 2.205611 0.832207 0.000 0.001 0.000
H 4.510103 1.354948 2.013793 0.001 0.001 -0.001
H 5.098353 -1.192447 0.380844 0.000 -0.001 0.000
H 4.619712 -1.167207 2.068264 0.001 -0.002 -0.001
H 3.703460 -2.149596 0.917095 0.002 0.000 -0.001
H 1.480163 0.877828 1.661317 0.032 -0.022 0.019
H 1.586739 -0.984077 1.727744 0.000 0.001 0.004
H 2.461314 0.043543 2.823351 -0.004 0.004 0.004
O -2.482783 -0.060459 1.959186 -0.023 0.027 -0.005
N -1.539954 -0.059755 1.364932 -0.079 -0.025 0.120
```
Positions in Å, forces in eV/Å.

For the HOMO-LUMO gap (spin up / spin down), the calculation gives 8.4 / 5.9 eV. The charge is +4. The spin multiplicity is 5. As for the energy above the lowest of the compared OMol25 structures with the same formula, charge and spin: 0.000 eV. Its HOMO energy (spin up / spin down) is -21.23 / -21.65 eV.